106
Properties=species:S:1:pos:R:3:forces:R:3:lowdin_charge:R:1 method="wB97M-V/def2-TZVPD" lumo_energy_ev=-3.7856 energy_ha=-4310.2828 total_charge=+1
S -5.860 -0.210 0.540 -0.1 0.0 0.0 0.92
S -0.897 -1.121 -1.035 1.1 -0.2 -1.1 0.80
P -4.393 -2.279 -0.849 -0.7 -0.3 -0.2 0.34
F 3.108 -1.712 -0.403 -0.2 -0.2 -0.1 0.19
F -0.543 -3.625 -0.321 0.1 -0.1 0.0 0.17
F 1.622 -2.835 -1.529 0.1 0.1 0.0 0.16
F 2.768 -3.804 0.029 -0.1 0.1 -0.1 0.21
F 1.171 -3.085 1.785 0.1 -0.1 -0.2 0.16
F -0.043 1.315 0.523 0.3 0.0 0.0 0.15
F -1.182 -2.298 1.290 0.1 0.0 0.1 0.12
F 1.287 -1.022 1.167 -0.1 0.2 -0.1 0.16
O 1.109 3.680 4.209 0.2 -0.1 -0.2 0.00
O 0.271 -0.370 -1.319 -0.2 0.2 0.3 -0.20
O -4.167 -1.833 -2.342 -0.3 -0.5 0.3 -0.09
O 5.090 2.248 1.975 0.0 0.0 0.0 0.03
O 0.188 -2.872 6.563 0.0 0.0 0.0 0.03
O -5.627 -2.993 -0.569 0.2 0.2 0.1 -0.23
O 1.095 -5.877 -7.359 0.0 0.1 0.0 0.04
O -3.076 -3.029 -0.384 0.0 0.4 0.3 -0.12
O -5.575 4.444 2.108 0.1 0.0 -0.1 0.02
O -1.668 -1.674 -2.074 0.1 0.1 0.3 -0.20
O -1.761 -1.977 -7.750 0.0 0.1 0.1 0.02
N -1.332 2.570 3.280 0.1 -0.5 -0.7 0.05
N 1.371 -5.234 -5.226 -0.1 0.0 0.0 0.01
N 6.911 1.249 1.121 0.0 0.0 0.0 0.01
N 2.324 -3.102 7.222 0.0 0.0 0.0 0.01
N 0.240 3.695 6.273 0.0 0.0 0.0 0.02
N -1.331 1.043 0.552 -0.7 -0.1 0.0 -0.01
N -1.904 -0.069 -0.094 -0.4 0.3 0.5 0.04
N -3.431 1.152 1.001 -0.3 -0.3 0.0 0.20
N 0.151 -2.158 -8.916 0.0 0.1 0.1 0.02
N -4.565 5.906 0.745 0.0 0.0 -0.1 0.00
N -4.302 -0.770 -0.020 0.4 0.4 0.1 -0.41
C -2.260 1.742 1.186 0.2 0.1 -0.5 -0.19
C 5.589 1.563 1.100 0.0 0.0 0.0 -0.55
C 0.982 -4.608 -3.980 0.2 -0.2 -0.1 -0.09
C 1.782 -3.255 4.831 0.0 0.0 0.1 -0.02
C -1.073 -1.616 -8.694 0.0 0.0 -0.1 -0.54
C -3.260 0.056 0.275 0.4 -0.1 -0.2 -0.34
C 1.235 3.957 5.397 0.0 0.0 0.1 -0.53
C 3.747 -3.314 7.050 -0.1 0.0 0.1 -0.07
C -1.552 -0.563 -9.668 0.0 0.0 0.1 -0.01
C 2.189 -2.666 -0.333 0.1 0.0 0.3 -0.53
C -4.424 7.106 -0.059 0.1 -0.1 0.0 -0.07
C 0.213 3.946 7.702 -0.1 0.0 -0.1 -0.07
C -1.966 2.950 1.993 0.5 0.1 1.0 -0.14
C -0.378 -2.434 0.217 -0.2 0.4 0.2 -0.45
C 0.637 -5.327 -6.373 0.0 0.0 0.1 -0.55
C 7.664 0.454 0.171 0.0 0.1 0.1 -0.08
C 1.090 -2.265 0.724 0.0 -0.3 0.2 -0.36
C -0.740 -4.706 -6.356 0.1 -0.1 0.0 -0.02
C -5.629 5.494 1.484 0.0 0.0 0.0 -0.55
C 4.766 1.025 -0.051 0.0 0.1 0.1 -0.01
C 1.088 -1.858 -9.981 0.0 -0.1 0.1 -0.07
C -6.853 6.375 1.500 0.0 -0.1 0.0 -0.01
C 2.494 4.600 5.921 0.0 0.0 -0.1 0.00
C 1.357 -3.062 6.271 0.0 0.0 0.0 -0.55
H 1.974 -2.967 8.158 0.0 0.0 0.0 0.14
H 8.109 -0.415 0.659 0.0 0.0 0.0 0.08
H 5.140 1.393 -1.006 0.0 -0.1 0.0 0.09
H -1.440 1.577 3.467 -0.3 0.1 0.2 0.08
H 8.466 1.042 -0.276 0.0 0.0 0.0 0.09
H 1.287 -2.748 -10.579 0.0 0.0 0.0 0.09
H -6.128 0.507 -0.559 0.0 0.1 -0.1 -0.09
H -7.598 5.904 2.132 0.0 0.0 0.0 0.08
H 0.983 -5.340 -3.169 0.0 0.1 0.0 0.09
H 4.787 -0.063 -0.059 0.1 0.0 -0.1 0.06
H -4.543 -2.514 -2.927 0.1 0.3 -0.2 0.13
H -7.261 6.495 0.496 0.0 0.0 0.0 0.09
H -1.204 -4.853 -7.325 0.0 0.0 0.0 0.09
H 3.984 -3.446 6.000 0.0 0.0 0.0 0.07
H 2.280 5.572 6.368 0.0 0.0 0.0 0.09
H -0.682 -3.635 -6.166 -0.1 0.0 0.0 0.06
H 2.479 -2.475 4.521 0.0 0.0 0.0 0.08
H -6.618 7.361 1.901 0.0 0.0 0.0 0.09
H -3.594 7.716 0.301 0.0 0.0 0.0 0.09
H 7.014 0.104 -0.624 0.0 0.0 0.0 0.07
H 4.314 -2.460 7.425 0.0 0.0 0.0 0.08
H -1.613 -0.965 -10.680 0.0 0.0 0.0 0.09
H -1.366 -5.168 -5.591 0.0 0.0 0.0 0.09
H 3.743 1.362 0.083 0.0 0.0 0.0 0.08
H 3.176 4.734 5.087 0.0 0.0 0.0 0.09
H -3.791 5.263 0.779 0.1 0.1 0.0 0.12
H -4.233 6.853 -1.103 -0.1 0.0 0.0 0.08
H -0.602 4.624 7.958 0.0 0.0 0.0 0.09
H 4.073 -4.204 7.590 0.0 0.0 0.0 0.09
H 7.404 1.636 1.911 0.0 0.0 0.0 0.14
H -2.878 3.511 2.196 -0.2 -0.2 -0.3 0.11
H -3.110 -3.194 0.572 -0.1 -0.4 -0.1 0.11
H -0.577 3.280 5.849 0.0 0.0 0.0 0.13
H 1.673 -3.806 -3.722 0.0 0.0 0.0 0.07
H 2.035 -1.502 -9.573 0.0 0.0 0.0 0.08
H 1.147 4.396 8.021 0.0 0.0 0.0 0.07
H -2.540 -0.241 -9.355 0.0 0.0 0.0 0.08
H -0.324 2.722 3.221 0.0 0.3 0.4 0.04
H 2.282 -5.662 -5.286 0.0 0.0 0.0 0.14
H -0.882 0.298 -9.676 0.0 0.0 0.0 0.08
H -0.016 -4.192 -4.070 0.0 0.0 0.0 0.07
H 0.072 3.015 8.253 0.0 0.0 0.0 0.09
H -5.331 7.698 -0.009 0.0 0.0 0.0 0.07
H -1.246 3.585 1.470 -0.2 0.0 -0.2 0.14
H 0.415 -2.868 -8.250 0.0 -0.1 -0.1 0.12
H 2.971 3.968 6.671 0.0 0.0 0.0 0.09
H 0.887 -3.198 4.222 0.0 0.0 0.0 0.06
H 2.252 -4.228 4.681 0.0 0.0 0.0 0.09
H 0.685 -1.089 -10.631 0.0 0.0 0.0 0.07